Entry 1:
The following is a DFT calculation (ωB97M-V with the def2-TZVPD basis set) of a 2-piece molecular cluster, C3H10NS overall in a non-equilibrium geometry.

Positions of all 15 atoms, in Å:
C -2.374 1.248 -1.234
N -1.229 1.580 -0.703
H -3.084 2.085 -1.114
H -2.562 0.284 -1.649
H -0.430 0.970 -0.529
H -0.942 2.554 -0.644
C 0.500 -1.840 0.783
C 1.538 -0.711 0.843
S 1.465 0.343 -0.706
H 0.924 -2.667 1.417
H 0.462 -2.204 -0.284
H -0.418 -1.667 1.210
H 1.308 -0.164 1.754
H 2.567 -1.086 1.062
H 2.273 1.276 -0.205

Frontier orbital gap   8.0 eV
DFT total energy   -15590.249 eV
Net charge   +1
Spin multiplicity   1
Energy relative to the best compared isomer or geometry (same formula, charge and spin)   1.853 eV

Here are the Mulliken charges for atoms 1 to 6, given in e: -0.07 -0.07 0.27 0.30 0.18 0.29

***

Entry 2:
The following is a DFT calculation (ωB97M-V with the def2-TZVPD basis set) of a 2-piece molecular cluster, C3H8N2OS overall in a non-equilibrium geometry.

Positions of all 15 atoms, in Å:
C -0.959 -1.281 -1.256
C 0.623 2.419 0.015
C -0.907 0.213 0.494
N 1.647 -1.642 1.080
N 0.608 -1.732 1.646
O -0.593 -0.001 -0.803
S -0.518 1.709 1.234
H -2.049 -1.400 -1.260
H -0.522 -2.048 -0.604
H -0.572 -1.377 -2.268
H 1.439 1.727 -0.166
H 0.992 3.344 0.443
H 0.074 2.612 -0.902
H -1.720 -0.333 0.942
H 2.457 -2.210 1.404

Frontier orbital gap (alpha / beta)   6.6 / 9.0 eV
DFT total energy   -19099.470 eV
Spin multiplicity   1
Energy relative to the best compared isomer or geometry (same formula, charge and spin)   5.032 eV

Here are the Mulliken charges for atoms 1 to 6, given in e: -0.72 -0.77 -0.22 -0.05 -0.21 -0.26

***

Entry 3:
The following is a DFT calculation (ωB97M-V with the def2-TZVPD basis set) of C38H30N5OPPtS2 as an isolated structure in a non-equilibrium geometry.

Positions of all 78 atoms, in Å:
Pt -1.297 0.498 -1.013
N -3.762 -1.271 2.023
C -3.143 -0.540 1.095
S -2.274 -1.404 -0.143
N -3.250 0.765 1.175
N -2.595 1.404 0.203
C -2.646 2.680 0.087
C -1.864 3.304 -0.969
C -1.966 4.640 -1.278
C -1.249 5.138 -2.363
C -0.463 4.280 -3.109
C -0.391 2.945 -2.734
N -1.058 2.484 -1.677
H -3.701 -2.275 2.008
H -4.392 -0.829 2.673
H -3.259 3.258 0.768
H -2.612 5.278 -0.690
H -1.320 6.185 -2.626
H 0.097 4.626 -3.965
H 0.221 2.238 -3.268
S 0.479 -1.313 -4.659
C 1.824 -0.655 -3.766
C 3.150 -0.559 -4.175
C 4.008 0.183 -3.388
C 3.551 0.809 -2.223
C 2.245 0.670 -1.794
C 1.381 -0.086 -2.572
N 0.003 -0.261 -2.382
C -0.582 -0.789 -3.437
C -2.011 -0.653 -3.526
C -2.818 -1.102 -4.569
C -4.171 -0.807 -4.564
C -4.719 -0.063 -3.522
C -3.916 0.379 -2.472
C -2.576 0.080 -2.508
H 3.487 -1.018 -5.095
H 5.041 0.299 -3.688
H 4.238 1.407 -1.639
H 1.895 1.119 -0.874
H -2.378 -1.666 -5.385
H -4.801 -1.154 -5.371
H -5.777 0.161 -3.512
H -4.350 0.925 -1.646
O 0.277 0.385 0.645
P 0.905 -0.479 1.750
C 0.454 0.097 3.379
C 1.360 0.069 4.437
C 0.969 0.510 5.694
C -0.319 0.983 5.898
C -1.222 1.028 4.840
C -0.836 0.589 3.583
C 0.391 -2.191 1.608
C -0.388 -2.814 2.578
C -0.811 -4.124 2.384
C -0.454 -4.808 1.231
C 0.345 -4.193 0.270
C 0.772 -2.889 0.459
C 2.693 -0.498 1.716
C 3.394 -1.622 2.158
C 4.781 -1.596 2.200
C 5.470 -0.458 1.799
C 4.776 0.665 1.374
C 3.388 0.648 1.340
H 2.370 -0.291 4.288
H 1.675 0.488 6.513
H -0.619 1.328 6.879
H -2.221 1.415 4.995
H -1.528 0.656 2.757
H -0.661 -2.282 3.481
H -1.403 -4.618 3.145
H -0.779 -5.830 1.087
H 0.644 -4.740 -0.616
H 1.403 -2.410 -0.281
H 2.867 -2.516 2.464
H 5.323 -2.467 2.544
H 6.552 -0.444 1.831
H 5.314 1.559 1.084
H 2.839 1.540 1.056

Frontier orbital gap   7.4 eV
DFT total energy   -83586.747 eV
Net charge   +2
Spin multiplicity   1
Energy relative to the best compared isomer or geometry (same formula, charge and spin)   0.657 eV

Here are the Mulliken charges for atoms 1 to 6, given in e: 1.63 -0.26 0.73 -0.53 -1.72 0.92

***

Entry 4:
The following is a DFT calculation (ωB97M-V with the def2-TZVPD basis set) of an isolated molecule of C4H9N.

Positions of all 14 atoms, in Å:
C -0.253 -1.378 0.615
C 0.794 0.792 1.157
C 1.379 0.487 -0.173
N 0.021 -0.031 0.097
C -1.010 0.523 -0.788
H -0.740 -1.262 1.584
H -0.898 -1.937 -0.066
H 0.676 -1.918 0.783
H 0.320 1.783 1.136
H 2.161 -0.265 -0.300
H 1.362 1.192 -1.012
H -0.989 1.611 -0.709
H -0.829 0.243 -1.832
H -1.995 0.160 -0.492

Frontier orbital gap   8.0 eV
DFT total energy   -5780.219 eV
Spin multiplicity   1
Energy relative to the best compared isomer or geometry (same formula, charge and spin)   3.593 eV

Here are the Mulliken charges for atoms 1 to 6, given in e: -1.02 -0.48 -0.56 0.36 -1.05 0.32

***

Entry 5:
The following is a DFT calculation (ωB97M-V with the def2-TZVPD basis set) of a 10-piece molecular cluster, C42H90BrFO11 overall in a non-equilibrium geometry.

Positions of all 145 atoms, in Å:
C -1.813 -0.249 -7.942
C -1.954 -0.957 -6.515
C -0.957 -2.072 -6.062
C -1.092 -2.806 -4.698
C -2.223 -2.433 -3.682
C -2.245 -3.244 -2.303
C -2.047 -2.327 -1.008
O -1.355 -3.213 -0.044
C -0.318 -2.554 0.717
O 0.655 -3.048 1.313
C -0.791 -1.008 0.563
Br 0.372 0.420 1.285
C -1.038 -1.078 -1.049
C -1.553 0.345 -1.602
C -0.753 0.868 -2.889
C 0.844 0.674 -2.800
F 1.241 -0.585 -3.426
C -3.206 -1.311 -4.087
C -3.082 -0.596 -5.481
H -0.734 0.064 -8.150
H -2.071 -1.058 -8.728
H -2.570 0.606 -8.100
H -0.104 -2.359 -6.766
H -0.355 -3.630 -4.432
H -3.229 -3.833 -2.156
H -1.380 -4.009 -2.297
H -2.965 -1.915 -0.465
H -1.749 -1.023 1.203
H -0.065 -1.512 -1.467
H -2.650 0.217 -1.910
H -1.562 1.123 -0.748
H -1.116 0.443 -3.887
H -0.923 2.011 -2.955
H 1.341 1.514 -3.402
H 1.200 0.747 -1.709
H -4.029 -0.988 -3.369
H -3.813 0.224 -5.806
C -2.399 3.401 4.305
C -1.035 4.069 4.382
C -0.756 4.903 3.142
O -0.025 3.071 4.519
H -2.453 2.723 3.447
H -2.581 2.796 5.198
H -3.197 4.142 4.216
H -0.987 4.705 5.271
H -0.754 4.278 2.243
H 0.231 5.368 3.205
H -1.505 5.689 3.017
H -0.061 2.505 3.737
C -4.628 -3.104 4.353
C -4.132 -2.625 2.998
C -3.820 -3.794 2.077
O -2.957 -1.834 3.175
H -3.867 -3.711 4.855
H -4.837 -2.254 5.008
H -5.539 -3.700 4.253
H -4.889 -1.985 2.536
H -3.031 -4.425 2.499
H -3.455 -3.434 1.113
H -4.707 -4.411 1.907
H -2.280 -2.392 3.584
C -0.075 10.329 1.298
C -0.918 9.161 1.786
C -1.232 9.288 3.269
O -0.218 7.939 1.553
H 0.884 10.366 1.825
H 0.153 10.219 0.234
H -0.593 11.280 1.448
H -1.850 9.116 1.216
H -0.312 9.289 3.864
H -1.828 8.437 3.610
H -1.784 10.208 3.479
H 0.608 7.969 2.053
C 3.614 -4.908 -2.348
C 2.253 -4.309 -2.031
C 1.612 -4.993 -0.835
O 1.398 -4.444 -3.168
H 3.525 -5.971 -2.598
H 4.058 -4.415 -3.217
H 4.297 -4.806 -1.501
H 2.361 -3.239 -1.829
H 1.452 -6.058 -1.032
H 0.632 -4.560 -0.627
H 2.234 -4.894 0.058
H 1.296 -5.387 -3.355
C 1.733 -7.417 4.311
C 2.532 -6.785 3.181
C 2.670 -5.283 3.373
O 1.883 -7.046 1.938
H 0.719 -7.005 4.349
H 1.631 -8.493 4.155
H 2.215 -7.248 5.277
H 3.524 -7.243 3.133
H 1.689 -4.798 3.379
H 3.237 -4.841 2.549
H 3.180 -5.050 4.312
H 1.004 -6.645 1.971
C 3.660 -10.238 7.169
C 2.299 -9.638 7.485
C 1.659 -10.318 8.685
O 1.446 -9.774 6.351
H 3.570 -11.301 6.922
H 4.103 -9.748 6.297
H 4.344 -10.134 8.015
H 2.407 -8.567 7.683
H 1.499 -11.383 8.490
H 0.677 -9.884 8.893
H 2.283 -10.215 9.576
H 1.343 -10.718 6.167
C -0.369 5.565 -3.080
C 0.756 4.995 -3.931
C 1.452 6.086 -4.730
O 0.226 4.017 -4.823
H -1.132 6.037 -3.707
H -0.867 4.769 -2.519
H 0.009 6.308 -2.372
H 1.483 4.490 -3.288
H 0.751 6.575 -5.415
H 2.249 5.661 -5.345
H 1.884 6.844 -4.072
H -0.418 4.453 -5.396
C -1.056 15.037 2.783
C 0.068 14.472 1.929
C 0.757 15.565 1.127
O -0.460 13.491 1.039
H -1.823 15.506 2.157
H -1.550 14.240 3.345
H -0.680 15.782 3.489
H 0.799 13.970 2.570
H 0.053 16.051 0.445
H 1.555 15.143 0.510
H 1.188 16.325 1.784
H -1.108 13.925 0.467
C 3.219 -6.946 -7.385
C 2.139 -5.953 -6.985
C 2.675 -4.911 -6.015
O 1.053 -6.652 -6.378
H 3.593 -7.488 -6.510
H 2.816 -7.695 -8.072
H 4.059 -6.442 -7.869
H 1.748 -5.456 -7.878
H 3.031 -5.382 -5.094
H 1.887 -4.212 -5.728
H 3.500 -4.346 -6.459
H 1.390 -7.094 -5.587

Frontier orbital gap   8.9 eV
DFT total energy   -140290.194 eV
SMILES   Cc1ccc(C[C@H]2OC(=O)[C@@H](Br)[C@@H]2CCCF)cc1.CC(C)O.CC(C)O.CC(C)O.CC(C)O.CC(C)O.CC(C)O.CC(C)O.CC(C)O.CC(C)O
Spin multiplicity   1

Here are the Mulliken charges for atoms 1 to 6, given in e: -1.14 0.61 -0.47 -0.02 0.57 -0.94

***

M in g/mol, matching the order above: 92.19 120.18 862.88 71.12 870.07